Entry 1:
{
  "formula": "C51H42N7P2Tc",
  "method": "ωB97M-V/def2-TZVPD",
  "homo_energy_ha": [-0.511, -0.558],
  "charge": 3,
  "homo_lumo_gap_ev": [4.3, 5.6],
  "e_tot_ev": -84747.4979,
  "spin_multiplicity": 2,
  "s_squared": 0.785,
  "symbols": ["Tc", "C", "P", "C", "C", "C", "C", "C", "C", "C", "C", "C", "C", "C", "C", "C", "C", "C", "C", "C", "P", "C", "C", "C", "C", "C", "C", "C", "C", "C", "C", "C", "C", "N", "H", "H", "H", "H", "H", "H", "H", "H", "H", "H", "H", "H", "H", "H", "H", "H", "H", "H", "H", "H", "H", "H", "H", "H", "H", "H", "N", "C", "N", "C", "N", "N", "C", "C", "C", "C", "C", "C", "N", "C", "C", "C", "C", "C", "C", "H", "H", "H", "H", "H", "H", "H", "H", "H", "H", "H", "N", "C", "C", "C", "C", "C", "C", "C", "H", "H", "H", "H", "H"],
  "positions_angstrom": [[0.77, 0.35, 0.69], [2.12, -1.52, -1.47], [0.31, -1.80, -1.79], [0.09, -3.42, -2.55], [-0.42, -4.61, -2.05], [-0.42, -5.73, -2.85], [0.05, -5.68, -4.16], [0.54, -4.48, -4.67], [0.59, -3.36, -3.86], [-0.44, -0.51, -2.83], [-1.90, -0.57, -2.96], [-2.75, 0.45, -3.10], [-2.48, 1.87, -3.04], [-1.39, 2.51, -2.61], [-0.16, 1.92, -1.98], [2.47, -1.90, -0.06], [3.10, -3.02, 0.44], [3.11, -2.89, 1.85], [2.49, -1.71, 2.15], [2.06, -1.03, 3.41], [0.38, -0.38, 2.97], [-0.14, 0.76, 4.28], [-0.59, 2.04, 3.99], [-1.08, 2.84, 5.01], [-1.15, 2.34, 6.31], [-0.71, 1.06, 6.59], [-0.21, 0.26, 5.58], [-0.73, -1.78, 3.30], [-0.26, -3.08, 3.48], [-1.13, -4.06, 3.92], [-2.47, -3.77, 4.15], [-2.95, -2.49, 3.92], [-2.08, -1.49, 3.50], [2.10, -1.09, 0.97], [2.35, -0.47, -1.67], [2.68, -2.14, -2.18], [-0.81, -4.67, -1.04], [-0.77, -6.67, -2.44], [0.03, -6.55, -4.78], [0.90, -4.43, -5.68], [1.00, -2.43, -4.24], [-2.28, -1.59, -3.03], [-3.79, 0.21, -3.29], [-3.29, 2.49, -3.39], [-1.37, 3.59, -2.64], [0.66, 2.65, -2.07], [3.51, -3.84, -0.12], [3.53, -3.60, 2.54], [2.70, -0.18, 3.65], [2.05, -1.70, 4.27], [-0.56, 2.41, 2.98], [-1.43, 3.83, 4.80], [-1.55, 2.96, 7.10], [-0.76, 0.68, 7.60], [0.11, -0.75, 5.79], [0.77, -3.32, 3.30], [-0.76, -5.06, 4.09], [-3.14, -4.53, 4.51], [-3.98, -2.26, 4.10], [-2.44, -0.48, 3.34], [3.01, 3.75, 2.27], [2.67, 2.52, 1.91], [1.60, 2.22, 1.21], [0.76, 3.28, 0.79], [-0.24, 3.03, 0.03], [-0.32, 1.74, -0.49], [-1.27, 0.91, 0.12], [-1.61, -0.45, -0.21], [-2.89, -0.94, 0.07], [-3.11, -2.26, 0.40], [-1.99, -3.08, 0.68], [-0.75, -2.64, 0.38], [-0.51, -1.41, -0.30], [1.06, 4.63, 1.21], [0.25, 5.72, 0.88], [0.60, 6.99, 1.31], [1.75, 7.19, 2.07], [2.56, 6.13, 2.41], [2.22, 4.85, 1.97], [3.86, 3.91, 2.79], [3.32, 1.70, 2.20], [-2.05, 1.46, 0.63], [-3.71, -0.24, 0.06], [-4.11, -2.64, 0.54], [-2.14, -4.02, 1.17], [0.15, -3.22, 0.57], [-0.63, 5.55, 0.29], [-0.02, 7.83, 1.05], [2.00, 8.18, 2.41], [3.45, 6.28, 3.00], [0.36, 0.68, -2.47], [0.40, 0.21, -3.78], [0.43, 0.62, -5.10], [1.05, 1.84, -5.47], [1.06, 2.24, -6.78], [0.47, 1.44, -7.76], [-0.10, 0.22, -7.42], [-0.11, -0.21, -6.12], [1.50, 2.45, -4.70], [1.52, 3.17, -7.06], [0.48, 1.76, -8.79], [-0.53, -0.40, -8.19], [-0.55, -1.16, -5.85]],
  "mulliken_charge": [-0.49, -0.89, 0.83, 1.46, -0.44, -0.84, -0.71, -0.86, -0.99, 2.23, -1.04, -0.80, -0.74, -0.94, -0.87, -0.32, -1.06, -1.27, -0.24, -1.14, 3.06, 0.64, -0.27, -0.78, -0.65, -0.84, -0.54, 0.54, -0.48, -0.91, -0.71, -0.85, -0.84, 0.54, 0.49, 0.72, 0.51, 0.48, 0.45, 0.48, 0.56, 0.68, 0.60, 0.51, 0.64, 0.85, 0.64, 0.61, 0.54, 0.53, 0.13, 0.52, 0.44, 0.46, 0.39, 0.34, 0.50, 0.47, 0.55, 0.57, 0.12, -0.55, -0.01, -0.33, -2.26, 1.95, 0.00, 1.84, -1.73, -1.43, -0.77, -1.40, 1.75, 1.46, -0.60, -0.90, -0.54, -0.97, 0.00, 0.33, 0.57, 0.81, 0.76, 0.55, 0.86, 0.90, 0.51, 0.48, 0.46, 0.45, -0.30, -1.02, 0.29, -0.60, -0.75, -0.50, -0.80, -0.31, 0.47, 0.44, 0.43, 0.45, 0.43]
}


Entry 2:
{
  "formula": "C34H38CuN6O6P2",
  "method": "ωB97M-V/def2-TZVPD",
  "homo_energy_ha": [-0.323, -0.323],
  "homo_lumo_gap_ev": [7.2, 6.5],
  "e_tot_ev": -120306.0505,
  "spin_multiplicity": 2,
  "s_squared": 0.758,
  "symbols": ["Cu", "C", "C", "C", "C", "C", "C", "C", "C", "C", "H", "H", "H", "H", "H", "H", "H", "H", "H", "H", "H", "H", "H", "H", "H", "P", "P", "N", "N", "N", "N", "C", "C", "C", "C", "C", "C", "C", "C", "C", "C", "C", "C", "C", "C", "C", "C", "C", "C", "H", "H", "H", "H", "H", "H", "H", "H", "H", "H", "H", "H", "H", "H", "H", "H", "H", "H", "H", "H", "O", "C", "O", "C", "C", "C", "C", "C", "C", "N", "O", "O", "N", "O", "O", "H", "H", "H"],
  "positions_angstrom": [[-1.16, 1.06, 0.50], [4.43, -1.71, 0.93], [3.77, -0.71, 0.32], [2.50, -0.90, -0.47], [1.45, -1.90, 0.10], [1.37, -3.22, -0.61], [2.43, -3.98, -0.91], [3.85, -3.64, -0.60], [4.11, -3.17, 0.88], [-2.59, 0.88, 1.88], [5.28, -1.45, 1.57], [4.12, 0.33, 0.38], [2.69, -1.15, -1.52], [2.02, 0.09, -0.54], [1.65, -2.00, 1.17], [0.45, -1.45, 0.00], [0.38, -3.55, -0.92], [2.29, -4.91, -1.46], [4.22, -2.88, -1.30], [4.46, -4.55, -0.78], [3.27, -3.43, 1.54], [4.97, -3.75, 1.26], [-2.65, -0.16, 2.23], [-3.58, 1.34, 1.68], [-2.02, 1.46, 2.66], [-2.72, -0.36, -0.54], [-0.41, 2.32, -1.29], [-2.68, -2.06, -1.18], [-4.49, -0.15, -1.10], [0.53, 1.49, -2.54], [-0.26, 3.91, -2.27], [-2.15, 0.37, -2.09], [-2.06, 1.89, -1.97], [-3.00, -3.17, -0.41], [-3.14, -4.29, -1.22], [-2.93, -3.85, -2.57], [-2.68, -2.49, -2.52], [-5.54, 0.21, -0.27], [-6.71, 0.29, -1.02], [-6.36, -0.03, -2.38], [-5.01, -0.31, -2.39], [1.94, 1.45, -2.58], [2.35, 0.92, -3.80], [1.17, 0.64, -4.56], [0.08, 1.04, -3.79], [-0.02, 4.08, -3.64], [-0.43, 5.34, -4.03], [-0.95, 6.00, -2.87], [-0.85, 5.10, -1.81], [-2.81, 0.15, -2.93], [-1.19, -0.11, -2.30], [-2.25, 2.38, -2.94], [-2.79, 2.30, -1.26], [-3.10, -3.05, 0.67], [-3.37, -5.29, -0.91], [-2.97, -4.44, -3.47], [-2.50, -1.80, -3.33], [-5.34, 0.40, 0.78], [-7.69, 0.54, -0.66], [-7.00, -0.05, -3.25], [-4.38, -0.57, -3.25], [2.52, 1.79, -1.72], [3.37, 0.73, -4.10], [1.10, 0.17, -5.54], [-0.98, 1.01, -4.04], [0.45, 3.30, -4.22], [-0.36, 5.71, -5.05], [-1.35, 7.00, -2.83], [-1.11, 5.20, -0.77], [-0.68, 1.77, 3.59], [0.34, 1.19, 3.13], [0.53, 0.86, 1.90], [1.34, 0.87, 4.26], [2.62, 0.39, 3.99], [3.55, 0.08, 5.04], [3.17, 0.17, 6.38], [1.87, 0.62, 6.67], [0.96, 0.95, 5.63], [1.46, 0.75, 8.05], [2.29, 0.51, 8.94], [0.28, 1.11, 8.28], [4.92, -0.28, 4.76], [5.31, -0.32, 3.57], [5.67, -0.50, 5.74], [2.92, 0.22, 2.96], [3.88, -0.04, 7.18], [-0.05, 1.23, 5.90]],
  "mulliken_charge": [0.10, -0.33, -0.91, 0.81, 0.75, -0.64, -0.50, -0.83, -0.95, -0.63, 0.53, 0.36, 0.50, -0.65, 0.50, -0.99, 0.30, 0.41, 0.35, 0.44, 0.28, 0.41, 0.52, 0.39, 0.35, 0.32, 0.08, 0.79, 0.60, 1.10, 0.26, -2.16, -1.18, -0.70, -0.75, -0.72, -0.32, -0.38, -0.71, -0.59, -0.24, -0.94, -0.81, -0.99, -0.15, -0.26, -0.56, -0.61, -0.35, 0.23, 1.57, 0.66, 0.60, 0.43, 0.44, 0.47, 0.35, 0.33, 0.42, 0.43, 0.29, 0.66, 0.51, 0.48, 0.30, 0.28, 0.42, 0.42, 0.40, -0.84, 0.45, -0.64, -0.10, -0.06, -0.33, -0.11, -0.35, -0.25, 0.98, -0.59, -0.59, 0.92, -0.58, -0.59, 0.59, 0.57, 0.57]
}


Entry 3:
{
  "formula": "C2H4FNO2",
  "method": "ωB97M-V/def2-TZVPD",
  "homo_energy_ha": -0.258,
  "homo_lumo_gap_ev": 7.3,
  "e_tot_ev": -10438.5907,
  "symbols": ["C", "C", "N", "O", "O", "F", "H", "H", "H", "H"],
  "positions_angstrom": [[-0.42, 2.08, -1.92], [0.74, -1.50, 0.32], [-0.31, -0.75, 1.21], [-0.42, 2.44, -3.01], [-0.60, 1.71, -0.85], [1.05, -0.40, -0.58], [1.66, -1.74, 1.01], [-1.13, -0.51, 0.55], [-0.72, -1.50, 1.71], [0.15, 0.17, 1.57]],
  "mulliken_charge": [0.66, -0.47, -0.40, -0.34, -0.32, -0.23, 0.06, 0.32, 0.39, 0.34]
}


Entry 4:
{
  "formula": "C43H69N3O4S3SbSeTi",
  "method": "ωB97M-V/def2-TZVPD",
  "homo_energy_ha": -0.028,
  "charge": -2,
  "homo_lumo_gap_ev": 4.4,
  "e_tot_ev": -185883.7719,
  "spin_multiplicity": 2,
  "s_squared": 0.755,
  "symbols": ["Ti", "C", "C", "C", "C", "C", "C", "C", "Se", "C", "C", "C", "C", "C", "C", "O", "C", "C", "C", "C", "C", "C", "C", "C", "C", "O", "C", "C", "C", "C", "C", "C", "H", "H", "H", "H", "H", "H", "H", "H", "H", "H", "H", "H", "H", "H", "H", "H", "H", "H", "H", "H", "H", "H", "H", "H", "H", "H", "H", "H", "H", "H", "H", "H", "H", "H", "H", "H", "H", "H", "H", "H", "S", "Sb", "S", "S", "C", "C", "O", "C", "C", "H", "H", "H", "H", "H", "H", "H", "H", "H", "H", "C", "N", "C", "C", "O", "N", "C", "C", "H", "H", "H", "H", "H", "H", "H", "H", "H", "H", "H", "H", "N", "C", "C", "C", "C", "C", "C", "H", "H", "H", "H", "H", "H", "H"],
  "positions_angstrom": [[-0.23, 0.05, 0.49], [2.25, 4.64, -4.99], [1.13, 5.23, -4.12], [0.11, 5.90, -5.04], [1.72, 6.31, -3.21], [0.51, 4.12, -3.28], [1.29, 3.45, -2.34], [0.76, 2.42, -1.60], [1.84, 1.61, -0.23], [1.29, 2.91, 1.10], [2.10, 4.01, 1.31], [1.73, 5.03, 2.17], [0.46, 4.93, 2.74], [-0.40, 3.86, 2.54], [0.06, 2.75, 1.78], [-0.60, 1.62, 1.74], [-1.79, 3.90, 3.21], [-2.83, 2.96, 2.57], [-2.38, 5.31, 3.10], [-1.64, 3.53, 4.69], [2.67, 6.22, 2.40], [2.88, 6.96, 1.08], [2.11, 7.21, 3.43], [4.02, 5.71, 2.92], [-0.57, 1.97, -1.75], [-1.01, 0.94, -1.06], [-1.39, 2.70, -2.64], [-0.82, 3.73, -3.39], [-2.90, 2.45, -2.86], [-3.53, 1.36, -1.99], [-3.66, 3.75, -2.56], [-3.14, 2.05, -4.32], [2.74, 5.42, -5.58], [3.00, 4.14, -4.38], [1.84, 3.89, -5.68], [0.60, 6.69, -5.62], [-0.32, 5.19, -5.75], [-0.70, 6.35, -4.48], [2.14, 7.13, -3.80], [0.95, 6.72, -2.55], [2.52, 5.91, -2.58], [2.33, 3.71, -2.20], [3.04, 4.07, 0.77], [0.13, 5.73, 3.40], [-2.91, 3.14, 1.50], [-2.57, 1.92, 2.70], [-3.80, 3.16, 3.03], [-2.45, 5.62, 2.06], [-3.39, 5.32, 3.53], [-1.80, 6.06, 3.64], [-1.21, 2.52, 4.79], [-0.97, 4.22, 5.20], [-2.61, 3.54, 5.19], [1.93, 7.33, 0.69], [3.55, 7.82, 1.22], [3.31, 6.31, 0.32], [1.18, 7.66, 3.09], [1.93, 6.72, 4.39], [2.83, 8.01, 3.59], [4.50, 5.05, 2.20], [4.70, 6.54, 3.12], [3.89, 5.14, 3.85], [-1.46, 4.25, -4.09], [-3.39, 1.56, -0.93], [-4.61, 1.33, -2.21], [-3.11, 0.38, -2.21], [-3.52, 4.03, -1.51], [-3.32, 4.58, -3.18], [-4.73, 3.61, -2.74], [-2.62, 1.11, -4.55], [-4.21, 1.89, -4.50], [-2.79, 2.81, -5.02], [4.38, -2.58, -0.97], [2.21, -2.46, -1.75], [1.92, -0.37, -2.81], [0.83, -1.97, 0.49], [3.85, -1.75, 2.88], [3.59, -0.46, 2.12], [2.52, 0.30, 2.69], [2.90, 1.09, 3.78], [1.68, 1.44, 4.61], [4.56, -2.35, 2.31], [2.91, -2.31, 2.93], [4.24, -1.58, 3.89], [3.30, -0.71, 1.10], [4.49, 0.16, 2.08], [3.38, 2.02, 3.42], [3.64, 0.57, 4.41], [0.90, 1.83, 3.96], [1.92, 2.20, 5.36], [1.30, 0.55, 5.12], [-4.75, -2.68, 2.63], [-4.12, -1.59, 1.90], [-4.53, -1.41, 0.52], [-2.83, -1.22, 2.18], [-2.09, -0.83, 1.29], [-2.41, -1.36, 3.50], [-0.97, -1.15, 3.68], [-3.18, -0.63, 4.51], [-5.69, -2.91, 2.14], [-4.96, -2.42, 3.66], [-4.12, -3.58, 2.62], [-5.62, -1.37, 0.47], [-4.17, -2.21, -0.13], [-4.13, -0.47, 0.14], [-0.71, -0.10, 3.57], [-0.41, -1.72, 2.94], [-0.70, -1.48, 4.68], [-4.25, -0.76, 4.37], [-2.96, 0.44, 4.47], [-2.91, -1.00, 5.50], [-1.25, -1.62, -2.75], [-1.93, -2.26, -3.73], [-3.31, -2.53, -3.65], [-3.96, -3.20, -4.66], [-3.29, -3.63, -5.79], [-1.92, -3.37, -5.89], [-1.25, -2.70, -4.89], [-1.77, -1.19, -2.00], [-0.34, -1.19, -2.91], [-3.85, -2.19, -2.77], [-5.03, -3.39, -4.56], [-3.81, -4.16, -6.59], [-1.37, -3.70, -6.77], [-0.18, -2.50, -4.96]],
  "mulliken_charge": [0.14, -1.77, 2.29, -2.23, -1.76, -0.40, -0.73, 0.10, -0.26, 0.89, -0.79, -0.20, -0.50, 0.03, -0.41, 1.59, 2.67, -1.83, -1.98, -1.73, 2.16, -1.68, -2.29, -1.81, 0.55, 0.96, -0.23, -0.43, 2.68, -1.55, -1.82, -1.92, 0.45, 0.34, 0.38, 0.45, 0.39, 0.37, 0.49, 0.35, 0.33, 0.38, 0.36, 0.29, 0.01, -0.02, 0.55, 0.35, 0.54, 0.38, 0.14, 0.26, 0.46, 0.33, 0.48, 0.33, 0.38, 0.42, 0.45, 0.33, 0.47, 0.33, 0.21, -0.08, 0.68, -0.22, 0.25, 0.33, 0.49, 0.36, 0.50, 0.27, -0.80, 0.16, -0.61, -0.74, -1.30, 0.15, 0.15, -0.62, -0.79, 0.37, 0.16, 0.36, -0.21, 0.32, 0.16, 0.49, -0.22, 0.46, 0.35, -1.13, 0.38, -1.11, -0.35, -0.41, 0.34, -0.84, -1.03, 0.40, 0.31, 0.32, 0.47, 0.55, 0.01, 0.04, 0.20, 0.42, 0.32, 0.14, 0.37, 0.36, 0.56, -0.14, -0.57, -0.48, -0.42, -0.45, -0.72, -0.40, 0.24, 0.34, 0.34, 0.35, 0.46]
}